Here is a molecular structure, C67H158As3F18N8O4 at a distorted geometry from the Open Molecules 2025 dataset. Energies are from wB97M-V/def2-TZVPD.

Properties
Frontier orbital gap: 0.375 hartree
LUMO: -0.2618 Ha
E_HOMO: -17.331 eV
Electronic energy: -11890.22170 Eh

The geometry in ORCA input format:
```
! wB97M-V def2-TZVPD RIJCOSX def2/J DEFGRID3
* xyz 5 1
C -1.152 1.183 -6.304
C -1.125 0.089 -7.353
N -2.363 -0.722 -7.494
C -2.232 -1.768 -8.573
C -2.650 -1.355 -6.113
C -3.605 -2.482 -6.197
C -3.565 0.151 -7.894
C -3.675 0.802 -9.261
O -3.950 -0.091 -10.261
C -3.884 0.719 -11.490
H -1.199 0.893 -5.258
H -1.925 1.973 -6.460
H -0.224 1.754 -6.385
H -0.315 -0.672 -7.141
H -0.999 0.519 -8.357
H -3.127 -1.918 -9.197
H -1.922 -2.706 -8.085
H -1.449 -1.437 -9.223
H -2.961 -0.511 -5.504
H -1.692 -1.743 -5.767
H -3.268 -3.303 -6.837
H -4.574 -2.214 -6.649
H -3.760 -2.814 -5.180
H -3.603 0.965 -7.151
H -4.411 -0.462 -7.758
H -2.718 1.338 -9.444
H -4.395 1.589 -9.116
H -4.581 1.554 -11.447
H -4.201 -0.016 -12.259
H -2.866 1.103 -11.599
C -3.667 -7.212 -9.319
N -3.815 -7.532 -7.899
C -3.939 -9.044 -7.764
C -2.685 -7.062 -7.138
C -4.971 -6.814 -7.223
C -6.259 -7.634 -7.403
O -6.440 -7.859 -8.788
H -3.783 -6.179 -9.555
H -4.454 -7.698 -9.824
H -2.743 -7.669 -9.677
H -3.992 -9.392 -6.756
H -3.006 -9.444 -8.203
H -4.778 -9.308 -8.401
H -2.665 -5.950 -7.171
H -1.733 -7.447 -7.534
H -2.777 -7.396 -6.070
H -5.147 -5.859 -7.681
H -4.749 -6.637 -6.192
H -7.127 -7.021 -7.081
H -6.164 -8.570 -6.827
H -7.308 -8.142 -9.079
C -6.649 -4.552 2.862
N -7.937 -4.016 3.298
C -8.918 -4.916 2.647
C -8.042 -3.999 4.793
C -8.154 -2.671 2.739
C -7.280 -1.524 3.406
O -5.893 -1.663 3.184
H -6.638 -5.537 3.236
H -5.945 -3.873 3.321
H -6.695 -4.429 1.802
H -8.699 -5.919 2.911
H -8.815 -4.792 1.562
H -9.952 -4.687 2.902
H -8.836 -3.305 5.097
H -7.076 -3.604 5.119
H -8.196 -5.030 5.102
H -9.229 -2.406 3.013
H -8.035 -2.639 1.653
H -7.322 -1.432 4.568
H -7.743 -0.556 3.062
H -5.606 -1.049 2.507
C 0.938 1.716 -0.615
N 1.436 0.513 -1.315
C 0.758 0.370 -2.653
C 2.916 0.625 -1.504
C 1.184 -0.709 -0.554
C -0.244 -1.104 -0.215
O -0.706 -0.441 0.969
H 1.453 1.813 0.352
H -0.079 1.493 -0.340
H 0.976 2.539 -1.299
H -0.283 0.500 -2.557
H 0.955 -0.626 -3.019
H 1.111 1.169 -3.315
H 3.218 -0.207 -2.061
H 3.491 0.801 -0.587
H 3.130 1.612 -1.999
H 1.651 -0.595 0.450
H 1.687 -1.490 -1.077
H -0.196 -2.199 -0.071
H -0.930 -0.934 -1.046
H -1.654 -0.596 1.108
C 0.030 -2.868 5.535
C -0.309 -3.904 4.422
C 0.886 -4.123 3.504
C 0.334 -4.984 2.311
N 1.360 -5.520 1.372
C 2.275 -4.459 0.831
C 2.955 -4.997 -0.410
C 2.057 -6.136 -0.854
C 0.791 -6.110 0.131
C 2.223 -6.547 2.053
C 1.429 -7.592 2.826
C 2.315 -8.830 3.113
H 0.098 -1.889 5.075
H 0.940 -3.092 6.078
H -0.778 -2.784 6.245
H -1.134 -3.526 3.848
H -0.608 -4.897 4.777
H 1.729 -4.635 4.035
H 1.300 -3.162 3.164
H -0.272 -4.292 1.672
H -0.290 -5.888 2.721
H 2.844 -4.025 1.608
H 1.594 -3.652 0.510
H 3.886 -5.412 -0.077
H 3.135 -4.204 -1.112
H 2.689 -7.046 -0.839
H 1.650 -5.932 -1.837
H 0.311 -7.075 0.280
H 0.141 -5.379 -0.276
H 2.900 -6.078 2.775
H 2.856 -7.003 1.233
H 0.517 -7.935 2.370
H 1.141 -7.130 3.753
H 2.972 -8.713 3.961
H 2.918 -8.918 2.230
H 1.828 -9.758 3.255
C -2.173 1.911 6.206
C -0.849 2.258 6.872
C -0.543 3.754 6.745
C 0.900 3.934 7.338
N 1.353 5.295 7.593
C 2.815 5.360 7.884
C 3.502 5.288 6.481
C 2.471 5.745 5.536
C 1.263 6.204 6.354
C 0.459 5.940 8.652
C 0.187 5.123 9.859
C -0.393 6.062 10.950
H -2.518 0.948 6.458
H -1.937 2.017 5.121
H -2.962 2.518 6.571
H -0.002 1.578 6.501
H -0.927 2.106 7.947
H -1.276 4.264 7.344
H -0.545 4.058 5.648
H 1.579 3.539 6.550
H 1.218 3.272 8.165
H 2.948 6.362 8.338
H 3.066 4.663 8.656
H 4.397 5.925 6.522
H 3.831 4.311 6.245
H 2.870 6.495 4.843
H 2.137 4.912 4.948
H 1.201 7.231 6.758
H 0.326 5.942 5.871
H -0.464 6.279 8.152
H 0.996 6.861 8.877
H 1.096 4.717 10.256
H -0.474 4.299 9.521
H -1.331 6.483 10.588
H 0.378 6.869 11.143
H -0.632 5.484 11.820
C -1.286 6.009 -3.614
C -2.113 4.964 -4.343
C -3.075 4.125 -3.349
C -4.280 4.975 -2.944
N -5.387 4.224 -2.254
C -5.985 3.234 -3.267
C -7.339 3.680 -3.699
C -7.313 5.148 -3.255
C -6.542 5.157 -1.962
C -4.909 3.491 -1.033
C -4.434 4.488 -0.047
C -4.094 3.778 1.255
H -0.813 5.484 -2.771
H -1.888 6.866 -3.238
H -0.428 6.431 -4.208
H -1.348 4.276 -4.817
H -2.777 5.323 -5.143
H -2.545 3.892 -2.439
H -3.401 3.276 -3.943
H -4.786 5.473 -3.758
H -3.954 5.762 -2.233
H -6.005 2.229 -2.834
H -5.342 3.118 -4.165
H -8.082 3.062 -3.157
H -7.601 3.656 -4.763
H -8.344 5.571 -3.125
H -6.745 5.720 -3.998
H -7.121 4.647 -1.231
H -6.125 6.097 -1.647
H -4.107 2.842 -1.430
H -5.706 2.845 -0.640
H -5.165 5.265 0.201
H -3.573 5.033 -0.442
H -3.714 4.463 2.018
H -3.250 3.093 1.176
H -4.961 3.249 1.614
C 15.157 1.266 1.718
C 14.163 1.631 2.826
C 12.840 2.146 2.337
C 11.833 2.575 3.381
N 10.640 3.360 2.868
C 10.030 2.594 1.689
C 9.109 1.507 2.421
C 8.821 2.100 3.802
C 9.539 3.419 3.819
C 11.043 4.741 2.485
C 11.684 5.529 3.604
C 11.697 7.001 3.163
H 16.171 1.169 2.108
H 15.146 2.004 0.928
H 14.890 0.282 1.278
H 14.617 2.345 3.542
H 13.991 0.764 3.450
H 12.406 1.424 1.664
H 13.022 3.059 1.747
H 12.299 3.192 4.129
H 11.399 1.712 3.901
H 9.327 3.295 1.219
H 10.749 2.212 0.999
H 8.177 1.301 2.005
H 9.639 0.549 2.523
H 7.738 2.407 3.905
H 9.245 1.469 4.547
H 8.892 4.243 3.498
H 9.958 3.657 4.826
H 10.106 5.233 2.345
H 11.488 4.860 1.500
H 12.664 5.152 3.885
H 11.125 5.420 4.503
H 12.260 7.672 3.847
H 10.627 7.351 3.184
H 12.078 7.091 2.158
As -0.689 -3.671 -3.754
F 0.519 -4.955 -3.945
F -1.553 -4.571 -2.500
F -1.690 -2.199 -3.565
F 0.138 -2.764 -5.077
F -1.744 -4.425 -4.952
F 0.300 -2.985 -2.524
As -4.644 -0.571 -0.162
F -4.843 -1.037 -1.873
F -5.625 -1.962 0.437
F -4.283 -0.131 1.453
F -3.653 0.665 -0.732
F -6.105 0.363 -0.201
F -3.216 -1.499 -0.134
As 4.537 3.064 1.936
F 5.701 4.021 1.135
F 5.223 1.729 1.159
F 3.383 2.003 2.704
F 3.884 4.430 2.758
F 3.402 3.309 0.587
F 5.683 2.800 3.250
*
```